Entry 1:
This record from the OMol25 dataset describes a cluster of 40 separate species, H80O40 in total. The level of theory is wB97M-V/def2-TZVPD.

The geometry in XYZ format:
```
120
Properties=species:S:1:pos:R:3
H 3.93006 1.93834 -4.08554
H 4.75156 1.08271 -3.07026
O 4.82731 1.91937 -3.64091
H 5.05897 -4.44947 -0.26814
H 4.09914 -3.16689 -0.87393
O 4.92465 -3.66299 -0.75907
H 4.49023 2.60880 -0.91146
H 3.78223 2.44368 -2.31915
O 3.69920 2.72554 -1.40521
H -2.70636 2.97832 -2.36745
H -3.58738 1.97812 -1.37696
O -3.15980 2.16190 -2.20603
H 3.09284 1.40111 4.41715
H 1.76841 2.16945 4.54519
O 2.11999 1.28675 4.49186
H -5.12572 1.66298 0.45170
O -4.74441 2.45976 0.12259
H -2.79606 -5.56158 -1.87463
O -2.47081 -4.66711 -2.02673
H 0.57577 1.98883 -2.34843
H -1.01788 2.32165 -2.37216
O -0.18358 2.33018 -1.93023
H -1.98562 2.49556 3.92901
H -1.75594 3.45896 5.04012
O -1.46659 3.30478 4.14684
H -1.55785 5.80963 -1.93667
H -1.58021 5.56007 -0.52403
O -1.06870 5.30742 -1.26298
H 4.97414 -1.07220 -3.67694
H 4.32888 -1.04984 -2.36581
O 4.15760 -0.63528 -3.19500
H -2.10945 -2.66063 1.87905
O -2.78604 -3.24294 2.31438
H -0.03097 3.35100 -0.41685
H 0.89505 4.66788 -0.41670
O 0.35000 4.08108 0.13384
H 2.11781 0.67703 -3.72506
H 0.87275 1.65274 -3.78848
O 1.40297 1.08405 -4.26904
H -0.15573 0.22337 4.50205
H 0.12475 -1.24781 4.09285
O -0.28361 -0.44408 3.82557
H -5.66855 0.14149 2.25153
H -6.85747 0.23880 1.39282
O -5.85868 0.30559 1.30163
H -2.43131 0.60776 -2.40886
H -1.88373 0.14485 -3.77442
O -1.55422 0.35005 -2.84871
H -1.60715 -5.85558 3.33881
H -0.63019 -5.34325 2.33185
O -1.28666 -6.04767 2.47099
H 0.64786 -1.83699 -3.90590
O 0.19932 -2.66211 -3.74747
H 4.97698 -2.06756 1.19880
H 4.83541 -1.45302 2.50016
O 5.51894 -1.63270 1.84796
H -2.81631 0.24364 3.90006
O -3.38584 0.97796 4.07906
H 1.38678 1.86593 2.86649
H 0.09021 1.22237 2.49348
O 0.88349 1.49307 2.05867
H 1.88181 4.34290 3.30728
H 1.49982 4.94673 4.65371
O 1.21263 4.26015 4.03162
H 4.05104 -0.75059 -0.11619
H 4.01534 0.53400 -0.88951
O 4.64779 -0.09489 -0.57812
H -0.03179 4.92231 -4.22091
H -0.69140 3.53317 -4.45621
O -0.72728 4.46897 -4.74301
H -0.97198 -1.08250 -6.65978
H -1.03481 -0.00130 -5.65984
O -1.40011 -0.89234 -5.80103
H 4.82891 4.72823 -0.23092
H 4.59833 3.78383 1.12324
O 4.93482 4.55925 0.68823
H 1.73349 3.43716 2.18898
H 2.77352 2.88129 1.13293
O 2.73060 3.37516 1.99817
H -3.70854 -0.70840 -4.52544
H -4.81971 -0.09930 -3.72575
O -3.87107 0.04344 -3.92521
H -0.33232 -1.00228 -0.28197
H -0.60654 -0.68624 1.23822
O -0.06030 -1.29927 0.62669
H -3.10974 -1.63789 -2.02256
H -2.85733 -2.88196 -1.18108
O -3.43129 -2.12074 -1.27214
H -4.60346 -1.44498 2.20668
O -5.37181 -1.95747 2.48902
H 2.48999 -2.67822 -3.53261
H 2.13026 -4.05512 -3.06833
O 2.31841 -3.19194 -2.75470
H -0.74800 -2.34162 -3.85582
H -5.15222 3.31052 0.29857
H -4.25501 0.72445 3.82851
H -1.89248 -4.58734 -2.77366
H -2.78446 -4.05758 1.82320
H -5.04533 -2.88725 2.27580
O -2.95220 4.36340 1.07420
H -2.00829 4.51794 1.04607
H -2.96037 3.37334 0.91173
O 1.16754 -5.56216 0.47580
H 0.50123 -6.31145 0.73276
H 2.04680 -5.63410 0.77467
O -2.26390 1.26661 0.10710
H -2.33294 0.96112 -0.79929
H -1.40929 1.77732 0.09651
O 2.64669 -4.68976 2.65508
H 2.40527 -5.04359 3.50284
H 3.39303 -5.16248 2.14352
O 2.74739 -0.80588 1.04859
H 2.50816 0.14520 1.37486
H 1.90500 -1.40397 1.12586
O -1.53000 -4.30854 4.50967
H -2.12105 -3.47616 4.24760
H -1.08782 -3.92795 5.31916
O -0.43412 -3.94705 -0.06419
H 0.27537 -3.41856 0.37594
H -0.35408 -3.71691 -0.97494
```

Computed properties:
Frontier orbital gap in eV: 9.48
Highest occupied orbital energy in eV: -9.794
Energy in hartree: -3057.33318
LUMO in eV: -0.31
Largest force on an atom in eV/Å: 4.19



Entry 2:
This record from the OMol25 dataset describes a cluster of 40 separate species, H80O40 in total. The level of theory is wB97M-V/def2-TZVPD.

The geometry in XYZ format:
```
120
Properties=species:S:1:pos:R:3
H -2.81150 -2.33351 4.11399
H -2.45685 -0.93501 3.71648
O -3.17560 -1.44293 4.11764
H -0.04225 5.62856 -1.94460
H 1.24527 5.51362 -2.88135
O 0.88802 5.39789 -2.01255
H 0.23929 0.96905 3.12788
H -0.04139 1.05186 1.60359
O -0.49263 0.83779 2.53498
H -3.91178 0.74265 2.37401
H -4.92568 -0.25179 3.02725
O -4.80587 0.34672 2.28757
H -4.20529 4.81409 0.81210
H -3.01161 3.88723 0.60549
O -3.27122 4.86510 0.52390
H 1.00882 -6.10338 -3.33365
O 0.70522 -5.17737 -3.18131
H -2.62852 -4.07869 2.54988
O -1.92085 -3.84948 3.12102
H -0.99232 -2.96071 -2.21565
H -2.47335 -2.34682 -2.09523
O -1.50859 -2.17777 -1.92121
H -5.45961 0.47417 0.32710
H -5.63615 0.04713 -1.11159
O -5.15740 0.69056 -0.57330
H -1.64151 -3.46968 -3.91376
H -1.62553 -5.02661 -3.89649
O -1.67685 -4.26399 -3.35363
H -3.43292 1.83905 1.12248
H -3.88664 1.90533 -0.39979
O -3.29603 2.30185 0.29494
H -4.84355 -2.67575 -1.40401
O -4.93683 -1.75870 -1.68208
H 3.17675 0.00426 -3.43299
H 3.61190 1.34610 -3.45834
O 2.92421 0.82900 -3.04014
H 2.47273 1.17792 3.74230
H 2.95082 0.24346 2.58183
O 2.23923 0.49820 3.13992
H 1.32829 1.89218 6.27318
H 0.54352 1.04896 5.23173
O 1.20080 1.73489 5.31921
H 3.84545 1.07876 -0.56522
H 3.19156 2.35552 -1.02718
O 3.80442 2.00963 -0.39310
H 0.77139 3.86745 2.44744
H 1.53639 3.46903 3.76528
O 1.09086 4.17490 3.30112
H 4.26410 -2.61728 -0.54672
H 2.79566 -2.43787 -0.26814
O 3.56891 -2.86954 0.11211
H 1.19784 -0.40078 1.74234
O 1.37755 -1.05012 0.99122
H 3.70465 -1.36721 3.79039
H 4.11607 -2.29834 2.62795
O 4.46555 -1.71687 3.30904
H -0.39469 -1.42513 5.69097
O 0.35777 -1.12579 5.19670
H 0.11802 0.80243 -1.29495
H 1.61999 1.00459 -1.89949
O 0.95064 0.39602 -1.51965
H -1.85062 1.03436 -0.17741
H -1.47190 -0.59621 -0.17482
O -1.36605 0.28633 -0.48643
H 0.72315 2.14337 0.03624
H 1.88310 1.21718 0.23370
O 1.19202 1.67065 0.70726
H -1.61511 2.90075 -0.58234
H -0.89311 3.69013 0.70649
O -0.85035 3.19716 -0.13672
H 2.02889 1.87588 -5.11234
H 1.22385 3.23521 -5.08690
O 1.82301 2.68522 -5.54621
H 2.15587 6.06191 -0.85828
H 3.00909 5.39110 0.22554
O 2.50188 6.17666 0.02208
H 4.60258 -4.57680 2.93373
H 3.36732 -4.48786 2.29246
O 3.74376 -4.22310 3.17973
H 6.20180 -0.25773 -0.13661
H 5.89522 -1.68525 -0.63493
O 5.59939 -0.78952 -0.70939
H -3.14173 2.51275 3.02347
H -1.80352 1.59152 2.89147
O -2.76862 1.62863 3.23980
H 1.76425 -4.43400 -0.61039
H 0.97555 -5.80028 -1.00633
O 0.98605 -4.98253 -0.51347
H -2.96411 4.56168 4.10625
O -3.19825 4.47665 3.17692
H -4.13380 -1.88021 1.36264
H -3.05758 -0.87127 1.23439
O -3.24734 -1.77794 0.98806
H 0.73090 -0.87499 0.32417
H 0.32744 -4.77972 -3.98050
H 0.86605 -1.74803 4.65277
H -1.01471 -3.78361 2.81420
H -4.39611 -1.28124 -1.00306
H -2.75236 5.26637 2.80899
O 0.58150 -3.29972 2.26274
H 1.40209 -3.55997 2.71951
H 0.85609 -3.28905 1.34431
O -1.12112 2.56226 -3.39654
H -1.61622 2.00979 -3.98642
H -1.07007 3.46967 -3.68930
O 1.83481 -2.19462 -3.46383
H 2.37518 -1.69272 -2.84437
H 1.48403 -2.84994 -2.85286
O -3.10981 0.79775 -4.70404
H -3.85213 0.99458 -4.15525
H -2.82873 -0.13983 -4.75945
O -0.23289 0.20775 -6.27860
H -0.33020 1.14000 -6.04692
H -0.64551 -0.45697 -5.73851
O 4.32831 -0.25015 1.42269
H 4.84305 -1.03761 1.32181
H 3.65488 -0.29017 0.75302
O -0.47080 -2.60668 -4.88488
H -0.01294 -2.17239 -4.17867
H 0.20596 -3.20004 -5.20552
```

Computed properties:
Frontier orbital gap in eV: 9.21
Highest occupied orbital energy in eV: -9.942
Energy in hartree: -3057.44702
LUMO in eV: -0.73
Largest force on an atom in eV/Å: 3.42



Entry 3:
This record from the OMol25 dataset describes a cluster of 40 separate species, H80O40 in total. The level of theory is wB97M-V/def2-TZVPD.

The geometry in XYZ format:
```
120
Properties=species:S:1:pos:R:3
H -1.59698 -4.23642 4.50126
H -2.15919 -5.37495 3.37853
O -1.92895 -4.51480 3.65210
H 4.34449 -2.74420 -2.06939
H 3.02817 -2.95263 -2.89313
O 3.98622 -3.08509 -3.10407
H 0.64149 -0.23408 -3.93786
H 2.14465 -0.08389 -4.34006
O 1.44660 0.27258 -3.81839
H 1.87844 2.14048 -4.29536
H 2.11164 3.25029 -3.36993
O 1.92067 3.09251 -4.27020
H -1.55002 -1.00353 -5.37802
H -3.09861 -0.70104 -5.35187
O -2.20200 -0.34277 -5.70841
H 4.88396 -1.96203 2.55200
O 5.14469 -2.87290 2.50078
H -2.19025 2.46537 4.26323
O -1.95178 3.28175 4.78820
H -4.80659 -3.48855 3.24796
H -5.44039 -2.00439 3.07571
O -5.33000 -2.91986 2.59638
H 4.45688 4.92093 1.66946
H 5.17171 4.87175 0.25470
O 4.33678 4.90952 0.68356
H 0.21806 4.46189 1.38390
H 1.28393 5.83602 1.33878
O 0.31690 5.36569 1.34132
H -3.28062 1.70350 1.76656
H -2.52463 0.34678 2.06284
O -3.40204 0.75967 2.01614
H 4.15767 1.31293 -0.09309
O 3.36377 1.02989 -0.53056
H 0.71057 -2.44962 -3.72563
H -0.54516 -2.34910 -3.46272
O -0.03510 -2.12458 -4.23800
H 1.41015 -4.54201 1.63957
H 0.12870 -4.44264 0.76672
O 0.75269 -5.01175 1.24521
H -3.72073 -0.83294 0.09207
H -3.84525 -1.38284 -1.34042
O -3.26197 -1.40914 -0.59012
H -1.95543 3.86416 1.99961
H -1.61024 2.73291 3.15734
O -1.75423 2.92191 2.17371
H 0.83572 -0.02311 2.50282
H 2.00937 -0.93008 2.93396
O 1.22750 -0.92336 2.46513
H 4.16998 0.31690 1.36780
H 5.55641 -0.15576 1.63882
O 4.55141 -0.25832 1.98143
H -0.38938 1.73466 2.54282
O 0.20046 1.37538 3.19699
H -1.11800 -1.46126 0.05092
H -0.04032 -1.09425 1.06014
O -0.48627 -0.68377 0.33566
H 0.44021 -3.04744 5.40221
O 0.35779 -3.92033 4.88061
H -2.40492 -2.07057 3.91869
H -1.89875 -0.50547 4.26540
O -2.41437 -1.29846 4.51753
H -0.65118 3.55842 -0.90330
H 0.08100 3.22593 -2.26960
O -0.01307 2.92977 -1.29731
H -1.65969 0.77134 -0.64066
H -2.82582 1.50043 0.11341
O -1.97100 1.70295 -0.42709
H 4.51795 -1.76858 -4.77818
H 3.64005 -0.82672 -5.72478
O 3.76971 -1.27023 -4.87949
H -4.09693 0.83595 -2.04974
H -2.60226 0.12228 -2.39431
O -3.64648 0.11523 -2.40411
H 0.90078 2.87359 -0.04521
H 1.01951 2.16462 1.28439
O 1.27592 3.00309 0.82771
H 3.12904 -4.84072 3.54871
H 1.77210 -5.27337 2.90271
O 2.30450 -4.53604 3.15658
H 5.35935 -0.38495 -1.36310
H 6.71880 -0.55151 -0.88200
O 6.00239 -0.01271 -0.77270
H -3.53285 3.14948 0.04754
H -2.66576 4.03004 0.68036
O -3.52263 3.98019 0.37292
H 4.13133 2.62915 4.07737
H 3.34448 3.85929 4.49440
O 3.86329 3.56755 3.78916
H 1.10979 5.21131 -2.79748
O 0.49390 5.43065 -2.08195
H -1.24127 3.73866 -5.02696
H -0.56525 2.28697 -4.89990
O -1.21478 2.98562 -4.59326
H 0.98489 1.85339 3.41423
H 4.23539 -3.35265 2.44831
H 1.06111 -3.72386 4.23666
H -2.44254 3.05718 5.49844
H 2.63145 1.64225 -0.19644
H 0.05366 6.22617 -2.35374
O -5.23880 3.03766 -1.20062
H -6.14243 2.91161 -0.89065
H -5.30749 3.37076 -2.14693
O -2.03240 -3.80337 -0.09293
H -1.80550 -3.19548 -0.79251
H -2.90394 -3.96809 -0.07714
O -5.76244 0.16389 0.82079
H -5.65749 -0.32476 1.60417
H -4.92380 0.62262 0.35481
O 1.88749 -4.71524 -1.22011
H 2.45384 -4.03654 -0.84313
H 1.03420 -4.23176 -1.16342
O -1.22067 0.52789 -3.22124
H -1.53130 0.94726 -3.96848
H -0.66475 1.19745 -2.81554
O -1.96978 -5.03281 -2.06222
H -2.43240 -4.24015 -1.77625
H -1.62974 -5.33408 -1.19179
O 1.87126 -2.04939 -1.21753
H 2.36741 -1.32376 -1.70052
H 1.76661 -1.53872 -0.41237
```

Computed properties:
Frontier orbital gap in eV: 9.69
Highest occupied orbital energy in eV: -10.164
Energy in hartree: -3057.21964
LUMO in eV: -0.47
Largest force on an atom in eV/Å: 8.24



Entry 4:
This record from the OMol25 dataset describes a cluster of 40 separate species, H80O40 in total. The level of theory is wB97M-V/def2-TZVPD.

The geometry in XYZ format:
```
120
Properties=species:S:1:pos:R:3
H 2.03228 2.82710 -2.43900
H 3.43188 3.59435 -2.39170
O 2.88889 2.75922 -2.13385
H -0.21439 -0.31783 -1.69963
H 0.10720 -0.87882 -0.27111
O -0.03147 -1.21293 -1.13904
H 1.39101 -2.83801 3.01134
H 0.17732 -1.95992 3.53589
O 0.52907 -2.92981 3.36710
H -2.04939 4.63099 1.35424
H -1.84910 3.48427 2.32794
O -1.50887 4.31208 2.01790
H -4.01041 -4.61765 2.40464
H -3.34571 -4.05418 1.13957
O -3.35214 -3.97097 2.14169
H 0.50507 -0.15140 -5.80726
O 0.09225 -0.94453 -5.87360
H 4.35357 1.68664 2.33242
O 5.14462 1.47655 2.85848
H 0.55169 1.50477 1.76611
H 0.98863 2.95538 1.56876
O 1.14511 2.19055 2.22513
H 1.05876 0.25809 2.91214
H 0.23891 0.56428 4.14838
O 0.39983 -0.23598 3.51957
H 4.10806 -2.49331 -1.81141
H 5.82798 -3.05257 -1.60555
O 4.96233 -2.45939 -1.36686
H -0.27454 -4.15605 1.58330
H 0.97803 -3.98033 0.76737
O 0.16225 -4.47180 0.75344
H 4.62949 -1.38542 3.68178
O 3.99035 -0.72715 4.20807
H -0.61978 -2.98563 -2.15716
H -1.39899 -4.11848 -2.99761
O -1.48654 -3.38381 -2.28915
H -5.03103 3.35207 -3.31581
H -5.34140 3.46771 -1.74892
O -4.99020 3.95483 -2.49820
H -2.06816 2.69904 5.45636
H -0.95994 3.04045 4.51045
O -1.74693 3.34252 4.84415
H -5.56969 -2.56235 -0.52499
H -6.44024 -1.32867 -1.10924
O -5.64117 -1.69556 -0.70658
H -1.58775 0.31003 4.54593
H -0.68531 -0.31590 5.46068
O -1.19931 0.62279 5.45740
H 0.66124 5.31264 -2.36465
H 0.58353 4.51046 -3.64912
O 0.91214 4.44382 -2.71279
H -4.20106 1.58512 -0.21965
O -4.68536 1.52128 -1.04901
H -1.63210 4.63747 -1.47147
H -2.76469 4.41016 -2.46720
O -1.77904 4.51304 -2.41751
H -4.28552 5.35890 -0.81715
O -4.06716 4.88943 -0.05580
H 1.52395 1.18434 -3.24476
H 2.25316 -0.27545 -3.52784
O 1.54839 0.26550 -3.13989
H 1.33431 -2.66253 -1.60933
H 1.90743 -2.21802 -2.72964
O 2.13514 -2.58998 -1.92530
H 0.96649 1.88260 -0.72954
H 0.87467 0.59231 0.31465
O 0.47982 1.32476 -0.08927
H 3.51234 -2.92407 0.94697
H 3.89308 -3.86516 1.97412
O 3.11578 -3.41369 1.62557
H -2.27300 -0.70666 -2.04517
H -3.04380 0.20078 -1.19099
O -2.74689 0.15090 -2.12980
H -3.23905 3.42899 3.57818
H -3.95310 3.22974 2.28360
O -3.54286 2.75236 2.94440
H 0.93157 2.43855 4.60784
H 1.72352 1.64417 5.66798
O 0.83998 1.67663 5.26701
H -3.23314 1.29776 -3.40742
H -2.84776 1.82634 -4.87986
O -3.40500 1.13585 -4.47012
H 4.96374 -2.12460 0.40221
H 5.13725 -1.06798 1.70268
O 5.20253 -1.90491 1.39704
H 3.18077 -2.00659 -5.03750
H 4.58984 -1.88213 -4.78825
O 3.80215 -1.44807 -4.60663
H -3.14942 1.13680 2.58328
O -3.15021 0.87177 1.67438
H -0.50104 5.10342 3.41707
H 0.82900 5.16817 3.36498
O 0.14131 5.46406 3.85957
H -4.79146 0.69691 -1.43389
H -0.78874 -0.89139 -6.04560
H -4.88055 4.56930 0.09167
H 4.85134 0.80764 3.57152
H 3.25211 -0.69223 3.55066
H -3.85146 0.05669 1.61842
O 4.20823 0.37801 -0.89023
H 4.72140 1.07167 -1.31953
H 4.59720 -0.43885 -1.33666
O 2.25909 -0.25742 0.72555
H 2.49893 0.24301 1.38906
H 2.65436 -0.04025 -0.06227
O -0.77870 2.15039 -3.60746
H -1.03221 2.85249 -3.32988
H -1.26059 1.45202 -3.27144
O 3.92233 -4.97762 -1.00325
H 3.01003 -4.69218 -0.67699
H 4.11955 -5.51436 -0.17389
O -0.04100 -4.88313 -3.64948
H 0.68237 -5.13226 -3.01198
H 0.36855 -4.98603 -4.52417
O -3.11802 -2.05110 0.06153
H -2.89101 -1.97841 -0.85633
H -2.42885 -2.79118 0.36795
O -0.63863 -6.69330 -0.46824
H -0.03695 -5.97965 -0.56131
H -1.24690 -6.56870 -1.08475
```

Computed properties:
Frontier orbital gap in eV: 10.07
Highest occupied orbital energy in eV: -10.388
Energy in hartree: -3057.20674
LUMO in eV: -0.32
Largest force on an atom in eV/Å: 15.80